(1)
Formula: C4H7F
Source: the OMol25 dataset
Level of theory: ωB97M-V with the def2-TZVPD basis set

Structure (XYZ):
```
12
Properties=species:S:1:pos:R:3:forces:R:3:lowdin_charge:R:1
H 0.6148 0.3785 -1.5878 -1.7 1.3 1.6 0.166
H -1.8854 -0.5002 -0.2123 0.9 -1.0 0.3 0.160
C -0.1370 0.7006 -0.7253 8.4 -9.6 0.9 -0.141
H -0.4679 -1.3513 1.5373 1.8 2.1 0.1 0.128
C -0.7922 -0.6842 -0.3980 0.1 5.5 -0.5 -0.392
H 1.8541 1.0280 0.3933 -3.2 -0.6 1.4 0.143
H 0.0782 1.5640 1.3340 1.9 -1.5 -1.4 0.127
H -0.6212 1.4346 -0.8647 -6.8 9.8 -2.7 -0.022
H 1.1456 -1.3245 0.6751 -1.9 0.4 -0.4 0.126
C 0.6686 0.8147 0.6172 -1.1 0.0 0.3 -0.137
C 0.1626 -0.7215 0.7701 1.5 -3.3 1.9 -0.162
F -0.6202 -1.3386 -1.5389 -0.1 -3.1 -1.4 0.004
```
Positions in Å, forces in eV/Å.

* Kohn-Sham gap: 11.19 eV
* HOMO energy: -10.025 eV
* energy above the lowest of the compared OMol25 structures with the same formula, charge and spin: 308.9 kJ/mol
* net charge: 0

***

(2)
Formula: C27H54Cl2MnN3O4Si2
Source: the OMol25 dataset
Level of theory: ωB97M-V with the def2-TZVPD basis set

Structure (XYZ):
```
93
Properties=species:S:1:pos:R:3:forces:R:3:lowdin_charge:R:1
H -1.1148 0.9125 8.1003 0.1 0.0 0.0 0.069
H -0.9160 0.9869 -9.1408 0.0 0.0 0.0 0.098
O -1.4842 1.2279 1.9582 -0.1 1.8 -2.0 -0.097
Cl 0.2948 -1.8123 4.5543 0.2 -1.9 1.2 0.106
H -1.6737 2.4403 -3.2138 -0.1 0.0 0.1 0.013
H 2.9253 -4.0877 -6.0581 0.0 -0.1 0.0 0.067
H -1.0377 2.2237 -4.8371 0.0 0.0 -0.1 0.029
H 0.4841 -0.1529 -1.6478 0.1 0.0 0.2 0.016
H -3.2584 2.0502 0.6138 0.0 -0.1 0.1 0.089
H 0.0577 2.2951 -3.4583 0.1 0.0 0.0 0.031
C -0.5516 -4.7795 2.3686 -0.4 -0.1 0.1 -0.060
C 2.0427 -1.5513 -5.3337 0.0 -0.2 -0.3 -0.232
C -2.8153 -0.4973 -3.9144 0.0 0.0 -0.1 -0.153
H 2.4239 -3.9227 -7.7384 -0.1 0.1 -0.1 0.066
H -4.6164 0.4725 7.1170 0.0 -0.1 0.1 0.083
H -2.4016 2.1107 8.2771 0.0 0.1 0.1 0.087
H -0.4441 -4.6950 3.4456 0.1 0.1 0.1 0.071
H 3.9631 -0.2899 3.8741 -0.2 -0.2 0.3 0.024
H 3.1140 -2.9838 -4.1651 0.1 0.0 0.0 0.072
C -1.7435 -2.7014 2.6631 -0.3 2.0 0.2 -0.397
H 2.2535 -1.7873 -3.2258 0.0 0.1 0.1 0.084
H 2.9103 -1.5961 4.5351 0.2 0.6 0.0 -0.025
H -1.0114 -5.7386 2.1325 0.0 -0.2 -0.1 0.075
H 0.2697 2.0073 1.2862 0.2 0.1 0.2 0.092
H 3.7561 -1.3490 -4.0312 0.2 0.2 0.0 0.088
H -4.2134 0.4746 5.3887 0.0 0.0 -0.1 0.085
C 2.8453 -3.3875 -6.8926 0.4 -0.3 0.5 -0.091
H -3.2379 3.6866 -0.0723 0.0 0.0 0.0 0.085
H 2.4755 -0.2008 7.6976 -0.3 0.2 -0.2 0.026
H -1.1308 4.9281 0.0898 -0.1 0.0 0.1 0.086
H 2.8848 2.7071 -8.1946 0.0 0.0 0.0 0.098
C -2.1831 1.0775 8.0065 -0.1 0.0 -0.2 -0.044
C -1.5511 -3.6096 0.4283 0.8 0.4 0.3 -0.046
H 0.3640 4.0243 0.3624 0.1 0.0 0.1 0.092
O -1.8510 -1.5138 2.2962 -1.5 -2.2 -0.3 -0.137
H 1.5899 0.2982 -4.3934 0.1 0.1 0.1 0.143
C -1.7176 0.4646 5.7123 -0.2 -0.4 -1.8 -0.288
Cl 0.9672 -0.5774 1.4355 1.2 -0.5 -1.8 -0.028
O -2.0262 0.2428 4.5269 -0.9 0.6 2.2 -0.094
H 4.1581 -0.8606 5.5775 -0.2 0.2 -0.4 0.017
C 2.8431 -1.9278 -4.1296 -0.3 -0.7 0.0 -0.025
H -0.6348 -3.2481 -0.0353 0.1 0.1 -0.3 0.073
H -2.7515 2.3047 -1.0664 0.0 0.0 -0.1 0.070
H -4.2854 2.0012 6.2890 -0.1 0.1 0.0 0.089
C -0.0286 0.3472 -7.2992 0.0 0.1 0.0 -0.041
C 1.6104 0.0629 7.0550 -0.3 -0.2 0.6 -0.245
O -0.1594 -0.7295 -4.7449 0.1 -0.2 0.1 -0.176
C -2.7358 2.7191 -0.0585 0.1 0.1 0.3 -0.032
N -2.6035 0.8094 6.6473 -0.4 0.0 0.6 -0.173
C -0.8174 2.0020 1.2467 -0.7 -1.1 1.6 -0.314
H -0.6865 0.3839 6.0498 0.1 0.0 0.0 0.078
C -0.6108 3.9916 -0.1132 0.0 -0.4 -0.3 -0.045
H 3.8626 2.5062 4.9933 -0.2 0.0 0.5 0.021
Si -1.0637 0.0687 -3.5858 0.0 -0.3 0.5 0.424
C -0.9092 1.9260 -3.7969 0.0 -0.1 -0.1 -0.148
C 2.0539 -2.1874 -6.5059 -0.4 0.3 0.0 -0.095
H 1.4074 -1.7959 -7.2873 0.1 0.0 0.1 0.106
H -3.0457 -0.4722 -4.9787 0.0 0.0 -0.1 0.023
H 2.9555 1.3914 -6.1129 0.0 0.0 0.1 0.119
H -1.9990 -3.0094 3.6800 0.4 0.1 0.2 0.111
H -0.6534 -1.4943 -1.6960 0.0 0.0 0.0 0.021
C 0.9787 1.9315 -8.8071 0.0 0.0 0.0 -0.103
C 0.9259 1.2662 4.0639 1.0 0.1 1.5 -0.398
Si 2.2426 0.6801 5.3889 -1.5 0.1 -2.0 0.343
C 3.3202 2.1204 5.8778 0.7 0.4 0.5 -0.242
H 2.6934 2.9172 6.3265 0.4 -0.2 -0.3 0.019
C 1.0545 0.4562 -6.4379 0.1 0.3 0.0 -0.197
H 0.3398 2.0926 4.5171 0.2 0.2 0.0 -0.044
N -1.3685 2.8690 0.3982 -0.3 0.6 -0.6 -0.175
C 3.4232 -0.6467 4.7716 0.4 -0.3 0.0 -0.232
H -2.7019 0.4201 8.7047 0.0 -0.1 0.1 0.086
H -0.4713 3.8992 -1.1904 0.0 0.1 -0.2 0.075
C 1.1449 -0.3467 -5.1584 -0.5 0.3 -0.2 -0.318
C -4.0135 0.9470 6.3425 0.2 0.0 0.0 -0.037
C -0.5508 -0.4208 -1.8504 -0.1 0.2 -0.7 -0.157
H 3.8677 -3.1084 -7.1563 0.1 0.0 -0.1 0.079
H 1.0551 0.8774 7.5567 0.2 -0.3 0.0 0.004
H -2.3427 -2.9028 0.2155 -0.1 0.1 0.0 0.085
C -0.0652 1.0808 -8.4782 0.0 0.0 0.0 -0.083
H 1.5256 1.6916 3.2361 -0.1 0.0 0.2 -0.057
H 0.9763 -0.8405 6.9723 0.3 0.5 0.0 -0.015
Mn -0.5135 -0.1500 3.1408 1.5 0.5 0.7 0.143
H 0.4401 -4.7441 1.9185 0.1 0.1 0.0 0.095
H -2.9673 -1.5195 -3.5690 0.0 -0.1 0.0 0.030
C 2.0651 2.0448 -7.9483 0.0 0.0 0.0 -0.088
N -1.3639 -3.6922 1.8666 -0.2 -1.1 -0.9 -0.184
H -1.1755 0.0780 -1.1082 0.0 0.0 0.1 0.025
H -3.5399 0.1344 -3.4007 0.0 0.1 0.1 0.026
H 0.9488 2.5031 -9.7255 0.0 0.0 0.0 0.094
H -0.8417 -0.3120 -7.0358 -0.1 0.0 0.0 0.116
H 4.0544 1.7701 6.6359 -0.2 0.4 -0.3 0.016
C 2.1014 1.3108 -6.7743 -0.1 0.0 -0.1 -0.030
H -1.7935 -4.5930 0.0268 -0.1 -0.1 0.1 0.081
```
Positions in Å, forces in eV/Å.

* Kohn-Sham gap (spin up / spin down): 3.93 / 5.57 eV
* HOMO energy (spin up / spin down): -1.679 / -3.319 eV
* energy above the lowest of the compared OMol25 structures with the same formula, charge and spin: 33.0 kJ/mol
* net charge: -1
* 2S+1: 6